Formula: C3H7N2O2
Source: OMol25
Level of theory: wB97M-V/def2-TZVPD

- gap between HOMO and LUMO (spin up / spin down) (hartree) = 0.24909 / 0.20044
- ΔE to the lowest compared entry with this formula, charge and spin (eV) = 8.992

Geometry as ORCA input:
```
! RIJCOSX wB97M-V def2-TZVPD def2/J DEFGRID3
* xyz 1 1
C 3.13918 0.69422 0.01802
C 2.26305 -0.25346 -0.43588
C -2.65964 0.07917 -0.77674
N -1.58999 -0.32529 1.20239
N 1.15484 -0.67418 0.19620
O 0.54363 -0.20633 1.03705
O -2.73815 -0.12951 0.62253
H 4.08823 0.61598 -0.43861
H 2.96210 1.41072 0.88103
H 2.62347 -0.99063 -1.24980
H -2.02684 0.89981 -0.89825
H -3.71188 0.23006 -1.12208
H -2.29575 -0.86377 -1.18473
H -1.75225 -0.48679 2.14886
*
```

=====

Formula: C4H7N3O
Source: OMol25
Level of theory: wB97M-V/def2-TZVPD

- gap between HOMO and LUMO (spin up / spin down) (hartree) = 0.27388 / 0.27378
- ΔE to the lowest compared entry with this formula, charge and spin (eV) = 3.257

Geometry as ORCA input:
```
! RIJCOSX wB97M-V def2-TZVPD def2/J DEFGRID3
* xyz 0 1
C 0.74381 0.35805 1.45654
C -0.61512 -0.77091 -1.94007
C -0.12511 0.19090 0.41069
C 0.27614 -0.54068 -0.75774
N -1.37979 0.78733 0.40000
O 0.42200 1.29566 2.42708
N 2.51674 -1.09402 -0.27524
N 1.44603 -1.10784 -0.70705
H 0.98437 1.16119 3.19420
H 1.44447 -0.40648 1.75881
H -1.63861 1.25798 -0.45415
H -1.54761 1.35158 1.22031
H -0.16040 -1.49482 -2.61579
H -1.58987 -1.14597 -1.62032
H -0.77705 0.15803 -2.49726
*
```

=====

Formula: C4H12N2
Source: OMol25
Level of theory: wB97M-V/def2-TZVPD

- SMILES = [H]/N=C/N.CCC
- gap between HOMO and LUMO (hartree) = 0.38603
- ΔE to the lowest compared entry with this formula, charge and spin (eV) = 0.550

Geometry as ORCA input:
```
! RIJCOSX wB97M-V def2-TZVPD def2/J DEFGRID3
* xyz 0 1
C 1.29316 1.38276 1.25717
C 1.50097 -0.14640 1.24574
C 0.20078 -0.90558 1.44080
H 0.73263 1.70329 0.37391
H 2.25509 1.89489 1.19298
H 0.77019 1.70647 2.15261
H 2.27546 -0.38638 1.97795
H 1.94328 -0.37899 0.27727
H 0.31852 -1.90365 1.84766
H -0.49268 -0.39160 2.12572
H -0.34480 -0.97585 0.50422
N -0.79726 0.55736 -2.00932
C -1.66459 -0.47415 -2.27938
N -2.52120 -0.89081 -1.43382
H 0.18015 0.51338 -2.23536
H -1.01083 1.15750 -1.22936
H -1.59549 -0.83261 -3.31454
H -3.04338 -1.62963 -1.89426
*
```

=====

Formula: C27H17Cl5F10N5O6Y
Source: OMol25
Level of theory: wB97M-V/def2-TZVPD

- gap between HOMO and LUMO (hartree) = 0.23166
- ΔE to the lowest compared entry with this formula, charge and spin (eV) = 0.000

Geometry as ORCA input:
```
! RIJCOSX wB97M-V def2-TZVPD def2/J DEFGRID3
* xyz -2 1
Y -0.39505 0.13611 -0.06987
C -0.63124 1.56059 3.24618
N -0.56235 2.01407 1.86123
C -1.82660 2.67866 1.54996
C -1.93009 3.20430 0.13107
N -1.31939 2.28564 -0.80866
C -1.38481 2.64081 -2.11118
C -0.43978 2.10230 -3.01243
F 0.50851 1.29754 -2.48990
C -0.38029 2.35636 -4.35812
F 0.57399 1.79091 -5.11102
C -1.28733 3.22822 -4.93532
F -1.26046 3.49365 -6.25834
C -2.22587 3.80777 -4.11077
F -3.13374 4.65022 -4.64376
C -2.27764 3.52923 -2.75538
F -3.29007 4.13124 -2.08208
C 0.63342 2.83644 1.65366
C 1.85361 1.93824 1.46774
N 1.77753 1.19212 0.21496
C 2.74181 1.35945 -0.70433
C 2.89698 0.36881 -1.71066
F 2.01298 -0.65051 -1.70590
C 3.84737 0.38783 -2.69837
F 3.92036 -0.61769 -3.58505
C 4.75289 1.43554 -2.77864
F 5.71952 1.45422 -3.72278
C 4.62990 2.45240 -1.85815
F 5.46223 3.51029 -1.93314
C 3.65836 2.42678 -0.87229
F 3.56843 3.55249 -0.11499
H -0.76634 2.42296 3.92032
H -1.47752 0.88517 3.36440
H 0.26818 1.01956 3.52255
H -2.60271 1.92557 1.70675
H -2.01434 3.51024 2.25217
H -2.99612 3.36858 -0.04732
H -1.45252 4.19669 0.06223
H 0.50527 3.42941 0.74817
H 0.77958 3.52428 2.50465
H 2.75520 2.54181 1.55407
H 1.87894 1.20663 2.28280
O -2.92032 -2.21952 -2.66019
Cl -2.43139 -0.86514 -2.66930
O -2.53198 -0.30771 -3.98857
O -3.13194 -0.05857 -1.70533
O -1.00660 -0.88555 -2.27126
Cl -3.81432 -4.14833 4.34728
C -2.55968 -3.15322 3.67065
C -1.25770 -3.27818 4.10579
Cl -0.84485 -4.44255 5.33052
C -0.25887 -2.45897 3.55271
Cl 1.39482 -2.60092 4.08999
C -0.53400 -1.52422 2.55430
O 0.34726 -0.76462 1.99408
C -1.89626 -1.41213 2.09080
O -2.12276 -0.56250 1.12492
C -2.87066 -2.21420 2.66959
Cl -4.49685 -2.04891 2.08527
C 2.55549 -2.35694 0.73081
C 1.23873 -2.95845 0.38684
N 0.23845 -2.37001 -0.23058
C -0.76820 -3.30826 -0.33885
C -0.36674 -4.47596 0.22370
N 0.91719 -4.24133 0.67472
H 2.42766 -1.28876 0.89187
H 3.27195 -2.51485 -0.07876
H 2.94388 -2.79818 1.64898
H -1.70686 -3.07303 -0.81334
H -0.86636 -5.41717 0.36502
H 1.47770 -4.86178 1.22973
*
```